ORCA calculation (the ωB97M-V functional and the def2-TZVPD basis) on a structure of composition C25H73CoO23.

```
122
Properties=species:S:1:pos:R:3
H -4.11107 -0.71343 4.11304
O -1.71125 2.27856 -3.61244
H 3.54427 2.00472 4.36193
H 3.22194 -4.01994 3.47270
H 1.69015 -4.55817 0.26822
H 0.91556 -0.03740 0.50942
O -3.35329 -2.49634 3.61816
H -3.19333 -1.07388 -0.22922
H 0.28492 2.38979 2.07818
H -0.66480 3.21496 -1.48405
H 0.70998 3.38487 6.01786
H -0.61316 -0.79383 0.27271
H 3.84076 0.62575 0.68028
C -1.41917 -3.35101 -5.20019
H -5.69221 1.25499 -1.05912
H 2.66662 -2.17009 1.34849
H -0.82907 -2.79562 -5.93249
C 1.69263 3.57864 -2.53657
C 2.47424 -1.73638 -3.14628
C 2.24340 5.79963 1.60659
O -0.86279 -1.62571 4.23530
H 0.09889 1.41996 -3.86859
H 3.20848 -4.50523 0.97545
O -0.69539 1.50194 -0.92636
C 0.06533 2.51024 1.01658
H -1.34544 2.99000 -3.07802
O 3.99852 1.18955 3.99431
H 1.30826 5.67898 1.09730
C -1.29785 -4.85352 -5.40149
H -2.60606 -3.04048 3.80923
O -4.13040 1.42800 -2.45476
C -3.19524 -1.32779 4.39941
H 1.97514 -0.83901 -1.23647
O 2.13276 5.32892 2.97693
H -1.76684 0.18814 3.55884
O 2.16413 -2.74702 0.67029
H 1.75088 3.14139 -3.53136
O 3.50149 -0.84599 2.11105
C 2.15038 -4.04236 1.08069
H 2.14868 0.69709 4.19680
O -0.74695 3.98527 -2.10719
C -0.10489 0.00825 0.82442
H -0.45888 2.33032 -5.30119
H -1.76261 1.37127 0.86418
Co -2.09126 0.78134 -2.07213
H 2.88981 5.66511 3.48560
H 3.34132 5.40312 -0.19299
C -0.78369 1.66466 -4.47629
O -2.30580 -5.25190 -6.39446
H 0.87570 -0.53217 -2.51300
O -1.07634 -2.99402 -3.84207
O 1.79202 -2.03896 -4.36110
H 0.59391 5.35116 -3.05853
H 3.52620 -0.91315 3.09077
O 2.27152 -3.84771 3.60260
O -3.98159 -3.57272 -1.11249
H -0.26147 0.91757 5.69275
C -2.70690 -3.59914 0.92449
H -1.80607 -0.05722 5.33181
H 2.80993 3.93830 0.60201
C 0.58607 4.59746 -2.24596
H -1.98887 -3.37921 -1.11643
H -1.93608 -5.99866 -6.86973
H -4.81550 -1.45070 -2.34463
H 0.87991 2.05649 -1.49008
H -0.52362 3.49176 1.03314
C 1.47562 -4.22418 2.43846
H 2.35342 6.87296 1.64041
H 2.42977 -2.54480 -4.88023
C -0.74867 1.34269 0.51260
H 2.58891 4.26976 -2.37121
H 0.76499 5.12055 -1.32222
H 1.26772 -5.26808 2.59123
C 0.78944 1.28219 5.46359
H -0.29381 -5.11074 -5.78675
O -2.69225 -2.15642 1.08777
C 1.46686 -1.32057 -2.05151
H -1.36541 -1.35644 -3.61693
H 4.31622 2.41858 2.40577
O -1.62102 -0.38534 -3.69018
H 3.12564 -2.50413 -2.75762
O 1.23305 0.50869 4.35074
H 0.08909 3.07354 4.42340
H 0.95082 2.57921 0.45701
O 4.48891 4.81160 1.43755
O 2.09656 3.13508 4.55755
H -4.45077 2.16293 -2.99977
H -5.98036 0.48076 -2.68493
H -3.42947 -1.56465 5.41579
H -3.06014 -1.92709 1.95426
C 3.48147 0.52351 1.76461
H -1.77499 -4.12698 1.32373
H -5.34230 -1.12380 -0.73589
O 1.75856 2.50634 -1.60435
C -2.76022 -3.92607 -0.53703
O -3.36539 -0.63639 -1.12198
H -2.45320 -3.02752 -5.12468
H -0.06940 -0.25040 1.90163
C -1.24793 0.31678 -4.87138
H 3.08022 -0.83654 -3.36977
H -1.47515 -5.34522 -4.44673
C 4.34299 1.36007 2.60715
H 2.06633 3.79529 3.82813
H -2.10727 0.33178 -5.58771
H -0.39937 -0.21276 -5.33951
H -0.07804 -2.89167 -3.68117
C 3.19239 4.94054 0.77064
H 5.08400 5.56605 1.20985
C -1.87775 -0.58328 4.36149
H 5.39696 1.11668 2.56193
C -4.74078 -0.67228 -1.53076
H 0.61708 -3.55772 2.51755
H -3.45053 -4.08516 1.49808
H -2.49061 -5.00729 -0.52017
O 0.58175 -2.34624 -1.60797
H 2.44148 0.96335 1.86381
H -0.00020 -1.22371 4.44612
H -4.67986 -4.11763 -0.70280
C 0.83881 2.75828 5.12629
H 1.49148 1.08369 6.32571
C -5.25784 0.69479 -1.89819
H 0.88625 -2.64199 -0.72726
```

Computed properties:
E_tot ... -111819.0486 eV
Net charge ... +1
Spin multiplicity ... 4
Relative energy (zero: lowest compared OMol25 entry of this formula, charge and spin) ... 2.0 kcal/mol

Here are the Mulliken charges for atoms 1 to 2, given in e: 0.355, -0.577